Record 1
Below is 14 unconnected molecules or ions with the total composition C7H35NO13, with properties calculated with ωB97M-V/def2-TZVPD.

```
56
Properties=species:S:1:pos:R:3:nbo_charge:R:1
C 3.678 1.508 -1.898 -0.331
C 2.941 0.541 -2.552 -0.045
N 1.894 0.166 -1.771 -0.530
C 1.954 0.836 -0.566 0.005
C 2.998 1.741 -0.678 -0.055
C 3.330 2.811 0.317 -0.645
C -0.239 0.191 0.420 -0.358
C 0.969 0.750 0.519 -0.260
H 4.379 2.223 -2.291 0.221
H 3.001 -0.001 -3.474 0.209
H 1.227 -0.591 -2.069 0.457
H 2.424 3.261 0.738 0.207
H 4.019 2.443 1.070 0.223
H 3.730 3.709 -0.162 0.221
H -0.727 0.130 -0.540 0.195
H -0.894 0.154 1.274 0.215
H 1.479 0.689 1.466 0.182
H 3.255 -0.309 1.091 0.488
H 3.201 0.560 2.432 0.472
O 3.653 -0.130 1.947 -0.956
H -1.301 2.364 -1.831 0.462
H -2.196 3.393 -1.163 0.497
O -2.107 2.874 -1.967 -0.962
H -3.393 -3.893 0.670 0.478
H -3.231 -2.432 0.311 0.506
O -2.707 -3.226 0.532 -0.977
H -3.777 2.038 2.179 0.501
H -4.858 2.262 1.012 0.487
O -4.162 1.702 1.360 -0.974
H 0.805 -1.079 3.248 0.461
H -0.084 -2.145 2.719 0.506
O -0.138 -1.266 3.142 -0.984
H -1.852 -3.676 -1.341 0.505
H -0.422 -4.068 -1.248 0.485
O -1.053 -3.705 -1.890 -0.960
H -0.223 -2.367 -2.462 0.513
H -0.810 -1.037 -2.901 0.492
O 0.048 -1.442 -2.702 -0.994
H 0.905 -3.185 0.764 0.502
H -0.615 -2.835 0.906 0.492
O 0.106 -3.342 1.302 -0.988
H -2.148 1.204 4.366 0.474
H -0.947 0.798 3.602 0.495
O -1.827 1.175 3.456 -0.965
H -1.702 2.404 1.417 0.490
H -0.483 3.065 0.826 0.476
O -1.441 3.162 0.876 -0.964
H -3.515 -0.405 -1.319 0.486
H -3.594 0.341 0.108 0.512
O -3.150 -0.327 -0.435 -0.999
H -2.471 0.923 -3.809 0.500
H -1.214 0.571 -3.040 0.470
O -2.055 0.198 -3.328 -0.955
H 3.390 -3.191 1.127 0.489
H 3.213 -2.469 -0.177 0.484
O 2.740 -3.065 0.418 -0.957
```

Output
**HOMO-LUMO gap**: 7.82 eV
**Energy relative to the best compared isomer or geometry (same formula, charge and spin)**: 143.1 kJ/mol
**Charge**: 0

---

Record 2
Below is 14 unconnected molecules or ions with the total composition C7H40O13, with properties calculated with ωB97M-V/def2-TZVPD.

```
60
Properties=species:S:1:pos:R:3:nbo_charge:R:1
C -2.983 -1.640 -0.211 -0.610
C -1.850 -0.912 0.535 -0.400
C -1.869 0.610 0.226 -0.446
C -0.463 1.173 0.054 0.080
C 0.163 0.948 -1.110 -0.529
C -0.005 2.120 1.104 -0.454
C 1.132 3.115 0.776 -0.621
H -3.164 -1.117 -1.131 0.205
H -3.890 -1.550 0.379 0.210
H -2.763 -2.697 -0.382 0.207
H -1.913 -1.175 1.598 0.211
H -0.839 -1.302 0.361 0.182
H -2.525 0.789 -0.628 0.223
H -2.376 1.162 1.033 0.220
H -0.406 0.408 -1.856 0.208
H 0.988 1.554 -1.458 0.213
H 0.253 1.464 1.975 0.220
H -0.833 2.641 1.603 0.214
H 1.158 3.799 1.634 0.223
H 2.087 2.574 0.888 0.206
H 0.979 3.658 -0.141 0.219
H 2.642 -3.047 2.523 0.492
H 1.774 -3.004 1.167 0.517
O 2.233 -2.501 1.865 -1.011
H 0.385 0.877 4.484 0.488
H -0.640 2.008 4.290 0.456
O 0.213 1.802 4.676 -0.944
H 2.211 -0.413 -2.548 0.487
H 2.379 -0.778 -1.044 0.510
O 2.666 -1.038 -1.944 -0.999
H -0.597 3.440 -3.877 0.473
H -0.745 2.722 -2.587 0.486
O -0.248 2.655 -3.423 -0.951
H 4.472 -0.251 0.202 0.494
H 4.771 -0.225 -1.342 0.474
O 5.087 0.059 -0.487 -0.981
H 2.532 -2.859 -2.504 0.506
H 1.549 -2.968 -3.638 0.476
O 1.749 -3.367 -2.765 -0.986
H -3.109 3.874 -1.515 0.481
H -2.632 4.523 -0.157 0.479
O -2.569 3.741 -0.722 -0.955
H 1.419 -4.752 -0.372 0.489
H 1.083 -3.343 -0.775 0.502
O 0.946 -3.985 -0.039 -0.961
H -2.551 -0.036 -4.006 0.475
H -1.621 1.086 -3.990 0.481
O -2.556 0.923 -4.166 -0.960
H -0.644 -1.879 -2.229 0.481
H -0.912 -2.455 -3.559 0.471
O -1.028 -1.639 -3.090 -0.949
H 0.724 -1.754 3.388 0.497
H -0.241 -2.002 4.525 0.479
O 0.279 -1.310 4.117 -0.975
H 2.138 0.636 0.651 0.494
H 2.426 -0.824 1.397 0.516
O 2.717 -0.100 0.813 -1.011
H -2.686 0.843 4.082 0.461
H -1.802 -0.294 3.757 0.475
O -2.697 0.012 3.591 -0.936
```

Output
**HOMO-LUMO gap**: 9.28 eV
**Energy relative to the best compared isomer or geometry (same formula, charge and spin)**: 0.0 kJ/mol
**Charge**: 0

---

Record 3
Below is 14 unconnected molecules or ions with the total composition C7H41NO13, with properties calculated with ωB97M-V/def2-TZVPD.

```
62
Properties=species:S:1:pos:R:3:nbo_charge:R:1
C 1.871 0.979 0.393 -0.648
C 0.373 0.972 0.874 -0.043
C -0.596 1.390 -0.277 -0.390
C -0.910 0.617 -1.523 -0.467
C -2.924 -2.669 -1.239 -0.661
C -2.604 -1.263 -1.425 -0.179
C -1.356 -0.790 -1.395 -0.223
N 0.152 1.825 2.123 -0.858
H 2.504 0.574 1.163 0.239
H 2.113 1.989 -0.090 0.183
H 1.854 0.278 -0.464 0.221
H 0.132 -0.127 1.064 0.200
H -0.214 2.423 -0.567 0.214
H -1.684 1.351 0.172 0.172
H 0.052 0.587 -2.175 0.200
H -1.694 0.931 -2.255 0.235
H -1.961 -3.142 -0.933 0.221
H -3.733 -3.020 -0.505 0.231
H -3.221 -3.196 -2.221 0.219
H -3.494 -0.695 -1.749 0.225
H -0.507 -1.409 -0.881 0.180
H 0.004 2.782 1.835 0.347
H 0.956 1.855 2.728 0.390
H -0.976 0.008 4.229 0.467
H -1.034 1.104 3.169 0.493
O -1.629 0.624 3.836 -1.016
H 2.646 -0.540 -1.897 0.512
H 1.988 -1.953 -2.126 0.491
O 2.534 -1.444 -1.596 -0.989
H -0.222 0.393 -4.222 0.483
H 1.239 0.233 -3.885 0.489
O 0.560 -0.240 -4.329 -0.969
H 1.530 -0.812 3.999 0.497
H 2.235 -1.024 2.716 0.484
O 2.108 -0.280 3.387 -0.985
H 1.948 -2.176 -0.165 0.512
H 2.230 -3.110 0.943 0.478
O 1.771 -2.283 0.802 -0.986
H 1.350 4.684 1.120 0.481
H 2.386 3.752 1.620 0.487
O 2.252 4.418 0.949 -0.924
H 2.567 1.884 -2.146 0.530
H 3.508 1.017 -3.174 0.488
O 2.688 1.064 -2.720 -1.023
H -0.905 -2.235 4.314 0.472
H 0.135 -2.862 3.495 0.499
O 0.039 -2.304 4.272 -0.974
H -4.647 1.015 -0.107 0.470
H -3.211 1.095 -0.302 0.457
O -4.057 1.329 -0.692 -0.925
H 1.007 -2.093 -4.129 0.484
H -0.450 -2.416 -3.705 0.481
O 0.435 -2.795 -3.869 -0.965
H 2.195 3.552 -0.553 0.513
H 2.348 4.125 -2.077 0.500
O 2.093 3.341 -1.513 -1.000
H -1.199 -2.180 1.576 0.476
H 0.163 -2.740 1.157 0.490
O -0.638 -2.997 1.593 -0.985
H -3.613 -0.295 3.031 0.488
H -2.883 0.719 2.132 0.474
O -3.607 0.176 2.215 -0.962
```

Output
**HOMO-LUMO gap**: 9.21 eV
**Energy relative to the best compared isomer or geometry (same formula, charge and spin)**: 427.4 kJ/mol
**Charge**: 0

---

Record 4
Below is a molecular structure, C7H4Br2, with properties calculated with ωB97M-V/def2-TZVPD.

```
13
Properties=species:S:1:pos:R:3:nbo_charge:R:1
C -0.215 -1.392 0.219 -0.251
C -0.110 -0.977 -1.039 -0.244
C 0.354 0.913 1.250 -0.279
C 0.591 1.432 0.006 -0.202
C 0.649 -0.464 0.947 0.112
C 0.846 0.177 -0.862 -0.201
C 2.267 0.060 -0.940 -0.153
Br 3.120 -1.190 -2.133 0.105
Br 3.555 1.110 -0.111 0.176
H -0.798 -2.224 0.487 0.236
H -0.304 -1.355 -2.023 0.232
H 0.439 1.460 2.194 0.240
H 0.935 2.395 -0.353 0.230
```

Output
**HOMO-LUMO gap**: 7.45 eV
**Charge**: 0

---

Record 5
Below is a single C7H4Cl2O2 molecule, with properties calculated with ωB97M-V/def2-TZVPD.

```
15
Properties=species:S:1:pos:R:3:nbo_charge:R:1
C 0.444 -1.414 1.970 -0.194
C 0.097 -0.792 0.998 -0.069
C -2.840 0.399 -0.006 -0.211
C -2.114 -0.707 -0.130 -0.040
C -2.046 1.610 -0.470 0.567
C -0.569 1.266 -0.547 -0.504
C -0.417 -0.298 -0.253 0.222
O -2.347 2.766 -0.635 -0.511
O 0.093 -1.026 -1.296 -0.705
Cl -4.541 0.465 0.286 0.050
Cl -2.532 -2.260 0.140 0.126
H 0.918 -1.933 2.809 0.254
H -0.005 1.598 -1.371 0.259
H -0.210 1.824 0.304 0.249
H 0.538 -1.920 -1.099 0.509
```

Output
**HOMO-LUMO gap**: 9.85 eV
**Energy relative to the best compared isomer or geometry (same formula, charge and spin)**: 0.0 kJ/mol
**Charge**: 0
**Structure (SMILES)**: C#C[C@]1(O)CC(=O)C(Cl)=C1Cl

---

Record 6
Below is a single C7H4N2O3 molecule, with properties calculated with ωB97M-V/def2-TZVPD.

```
16
Properties=species:S:1:pos:R:3:nbo_charge:R:1
C -1.286 -0.156 0.130 0.054
C -0.993 1.136 0.037 -0.231
C 0.349 1.489 0.055 -0.144
C 1.312 0.446 -0.109 -0.150
C 2.744 0.277 -0.235 -0.003
C 0.912 -0.815 0.042 0.272
C -0.365 -1.194 0.197 -0.234
H -1.852 1.931 0.340 0.271
H 0.811 2.472 0.212 0.233
H 3.547 1.097 -0.191 0.228
H -0.954 -2.101 0.122 0.288
N -2.716 -0.537 -0.069 0.504
N 3.140 -0.925 -0.205 -0.062
O -2.942 -1.744 -0.114 -0.358
O -3.679 0.275 -0.262 -0.374
O 1.971 -1.652 0.050 -0.293
```

Output
**HOMO-LUMO gap**: 8.85 eV
**Energy relative to the best compared isomer or geometry (same formula, charge and spin)**: 183.8 kJ/mol
**Charge**: 0
**Structure (SMILES)**: O=[N+]([O-])c1ccc2cnoc2c1

---

| no. | largest force on an atom (eV/A) |
| --- | --- |
| 1 | 2.4 |
| 2 | 2.3 |
| 3 | 5.2 |
| 4 | 3.4 |
| 5 | 3.9 |
| 6 | 6.1 |